--- one ---
DFT (the ωB97M-V functional and the def2-TZVPD basis) results for a 2-piece molecular cluster, C3H4N2O overall.

Geometry as ORCA input:
```
! wB97M-V def2-TZVPD RIJCOSX def2/J DEFGRID3
* xyz 0 1
N -2.1267 -0.3667 -0.1319
C -0.8836 -0.8999 -0.0338
N 0.1182 -1.4717 0.0540
O 1.2297 -1.9730 0.1432
H -2.3893 0.1993 0.6656
H -2.2927 0.1152 -1.0068
C 2.0483 0.8631 0.0597
C 1.1078 1.6068 -0.0399
H 2.8364 0.1468 0.1519
H 0.2854 2.2815 -0.1302
*
```

Frontier orbital gap, eV: 9.205
HOMO level, eV: -8.8

=====

--- two ---
DFT (the ωB97M-V functional and the def2-TZVPD basis) results for one molecule with the formula C3H4N2O.

Geometry as ORCA input:
```
! wB97M-V def2-TZVPD RIJCOSX def2/J DEFGRID3
* xyz 0 1
H -0.6903 2.1223 -1.5680
N -0.0401 1.3786 -1.3751
C -0.2616 0.6678 -0.3600
C 0.7486 -0.3649 -0.0359
C -0.0637 -1.1803 0.9404
N -1.2085 -0.6698 1.2086
O -1.3745 0.5101 0.4172
H 0.9824 -0.4495 -1.1449
H 1.6728 0.0162 0.4190
H 0.2386 -2.0713 1.4855
*
```

Frontier orbital gap, eV: 10.784
HOMO level, eV: -9.9

=====

--- three ---
DFT (the ωB97M-V functional and the def2-TZVPD basis) results for one molecule with the formula C3H4N2O.

Geometry as ORCA input:
```
! wB97M-V def2-TZVPD RIJCOSX def2/J DEFGRID3
* xyz 0 1
N 1.7789 -0.0832 0.0111
C 0.6714 0.6290 0.1405
C -0.3721 1.3349 0.3052
N -0.9695 0.1051 0.7325
C -1.4053 -0.7723 -0.2475
O -0.7818 -1.2111 -1.1973
H 1.6405 -0.9697 -0.4666
H 2.4702 -0.0363 0.7493
H -0.8078 2.3253 0.3257
H -2.4367 -1.0992 -0.0102
*
```

Frontier orbital gap, eV: 9.611
HOMO level, eV: -8.8

=====

two takes first place; second place is 24.6 kcal/mol up.

=====

--- one ---
DFT (the ωB97M-V functional and the def2-TZVPD basis) results for one molecule with the formula C3H4N2O.

Geometry as ORCA input:
```
! wB97M-V def2-TZVPD RIJCOSX def2/J DEFGRID3
* xyz 0 1
O 0.5434 -1.1946 -1.0817
C -1.1488 -0.3254 -0.1692
C -0.7760 1.0116 -0.0994
N 0.4568 1.1242 0.5083
N 1.0638 0.0569 0.8271
C 0.1506 -0.9638 0.2922
H -0.1715 -1.7453 -1.4419
H -1.2735 1.9129 -0.4288
H 0.9198 2.0087 0.7190
H 0.2354 -1.8853 0.8744
*
```

Frontier orbital gap (alpha / beta), eV: 7.793 / 7.796
HOMO level (alpha / beta), eV: -8.6 / -8.6

=====

--- two ---
DFT (the ωB97M-V functional and the def2-TZVPD basis) results for one molecule with the formula C3H4N2O.

Geometry as ORCA input:
```
! wB97M-V def2-TZVPD RIJCOSX def2/J DEFGRID3
* xyz 0 1
H 2.6984 -0.8583 0.7043
N 2.3998 -0.0907 0.1020
C 1.1361 -0.1309 0.1126
O 0.3905 0.7637 -0.6015
C -1.0426 0.6914 -0.5495
C -1.5177 -0.4104 0.3024
N -1.7372 -1.3064 0.9929
H 0.5341 -0.8532 0.6678
H -1.4288 0.5518 -1.5687
H -1.4326 1.6430 -0.1624
*
```

Frontier orbital gap, eV: 11.295
HOMO level, eV: -10.6

=====

two takes first place; second place is 83.9 kcal/mol up.

=====

--- one ---
DFT (the ωB97M-V functional and the def2-TZVPD basis) results for C3H4N2O as an isolated structure.

Geometry as ORCA input:
```
! wB97M-V def2-TZVPD RIJCOSX def2/J DEFGRID3
* xyz 0 1
N -0.5965 -0.6622 1.3280
C -0.0291 -0.0903 0.1068
C 0.9865 -0.7975 -0.4678
O 1.2408 0.0584 -1.5542
C 0.3952 1.1023 -1.4880
N -0.4269 1.0863 -0.4851
H -1.5780 -0.9484 1.2659
H -0.4739 -0.0978 2.1737
H 0.0032 -1.5019 1.3855
H 0.4786 1.8510 -2.2649
*
```

Frontier orbital gap, eV: 8.265
HOMO level, eV: -8.2

=====

--- two ---
DFT (the ωB97M-V functional and the def2-TZVPD basis) results for C3H4N2O as an isolated structure.

Geometry as ORCA input:
```
! wB97M-V def2-TZVPD RIJCOSX def2/J DEFGRID3
* xyz 0 1
N 0.9516 -0.6410 -0.2324
C 0.3256 0.9583 0.7338
O 0.9721 1.3079 1.6333
C -0.8502 0.8110 -0.0180
C -0.4983 -0.9468 -0.2473
N -1.2135 -1.8956 -0.3167
H 1.4839 -1.3845 0.2189
H 1.3317 -0.5100 -1.1704
H -1.7597 1.1765 0.4548
H -0.7431 1.1242 -1.0559
*
```

Frontier orbital gap, eV: 8.108
HOMO level, eV: -7.8

=====

--- three ---
DFT (the ωB97M-V functional and the def2-TZVPD basis) results for one molecule with the formula C3H4N2O.

Geometry as ORCA input:
```
! wB97M-V def2-TZVPD RIJCOSX def2/J DEFGRID3
* xyz 0 1
O -2.0256 -0.1927 0.0304
C -0.6473 -0.0613 -0.0211
C -0.0406 1.0549 -0.0140
N 1.4226 0.8472 -0.0309
C 1.4616 -0.3904 -0.0830
N 0.3102 -1.0554 0.0542
H -2.4585 0.5739 -0.3030
H -0.5333 2.1153 0.3968
H 2.2103 -1.2914 0.3742
H 0.2136 -2.0187 -0.1657
*
```

Frontier orbital gap, eV: 9.773
HOMO level, eV: -9.1

=====

three takes first place; second place is 16.3 kcal/mol up.

=====

--- one ---
DFT (the ωB97M-V functional and the def2-TZVPD basis) results for one molecule with the formula C3H4N2O.

Geometry as ORCA input:
```
! wB97M-V def2-TZVPD RIJCOSX def2/J DEFGRID3
* xyz 0 1
N 1.4243 0.6532 0.0428
C 1.2716 -0.5709 0.2812
O 0.0374 -1.1682 0.1099
C -0.8721 -0.6447 -0.7255
C -1.9770 0.4695 0.1809
N -3.0401 0.5103 0.6808
H 2.3718 0.9631 0.2419
H 1.9870 -1.2975 0.6624
H -0.3484 0.0339 -1.4345
H -1.0607 1.0686 0.0361
*
```

Frontier orbital gap (alpha / beta), eV: 8.091 / 8.125
HOMO level (alpha / beta), eV: -8.9 / -8.9

=====

--- two ---
DFT (the ωB97M-V functional and the def2-TZVPD basis) results for one molecule with the formula C3H4N2O.

Geometry as ORCA input:
```
! wB97M-V def2-TZVPD RIJCOSX def2/J DEFGRID3
* xyz 0 1
N 2.0421 0.7357 -1.4300
C 1.4701 0.3784 -0.4906
C 0.7113 -0.0805 0.6978
N -0.5953 -0.5792 0.3225
C -1.3620 0.1933 -0.5015
O -1.0581 1.3254 -0.8067
H 0.6260 0.7649 1.3893
H 1.2608 -0.8739 1.2117
H -0.8238 -1.5517 0.4691
H -2.2711 -0.3124 -0.8617
*
```

Frontier orbital gap, eV: 10.994
HOMO level, eV: -10.5

=====

--- three ---
DFT (the ωB97M-V functional and the def2-TZVPD basis) results for one molecule with the formula C3H4N2O.

Geometry as ORCA input:
```
! wB97M-V def2-TZVPD RIJCOSX def2/J DEFGRID3
* xyz 0 1
N -0.8512 1.5267 -0.2892
C -0.1497 0.3579 -0.1011
C -0.3956 -0.6714 0.7179
N 0.5777 -1.6497 0.5693
C 1.3545 -1.1448 -0.3379
O 0.9982 0.0663 -0.8066
H -0.7871 2.2237 0.4332
H -1.7314 1.4667 -0.7736
H -1.2654 -0.5999 1.3573
H 2.2500 -1.5755 -0.7692
*
```

Frontier orbital gap, eV: 10.194
HOMO level, eV: -9.3

=====

two takes first place; second place is 5.7 kcal/mol up.

=====

--- one ---
DFT (the ωB97M-V functional and the def2-TZVPD basis) results for C3H4N2O as an isolated structure.

Geometry as ORCA input:
```
! wB97M-V def2-TZVPD RIJCOSX def2/J DEFGRID3
* xyz 0 1
O -1.2845 -0.5036 -1.2303
C -0.3234 -0.2333 -0.3136
C 0.1883 1.0603 0.1551
N 1.0330 0.8513 1.1776
N 1.1126 -0.4656 1.3981
C 0.3351 -1.1349 0.5535
H -1.9279 0.2173 -1.2419
H -0.0896 2.0471 -0.1981
H 0.6902 0.3748 -0.8581
H 0.2663 -2.2135 0.5577
*
```

Frontier orbital gap, eV: 9.881
HOMO level, eV: -9.7

=====

--- two ---
DFT (the ωB97M-V functional and the def2-TZVPD basis) results for one molecule with the formula C3H4N2O.

Geometry as ORCA input:
```
! wB97M-V def2-TZVPD RIJCOSX def2/J DEFGRID3
* xyz 0 1
C 0.6373 0.0671 -0.5215
N 1.1291 0.2697 1.9889
C 0.8276 0.0693 0.8731
H 0.7064 0.1991 2.9003
H 0.9572 0.9985 -0.9921
H 1.0925 -0.8054 -0.9875
N -1.8210 0.0196 -1.3393
C -1.0101 -0.3420 -0.4375
O -1.1152 -0.9934 0.6311
H -1.4039 0.5174 -2.1154
*
```

Frontier orbital gap, eV: 8.785
HOMO level, eV: -8.8

=====

two takes first place; second place is 5.8 kcal/mol up.

=====

--- one ---
DFT (the ωB97M-V functional and the def2-TZVPD basis) results for one molecule with the formula C3H4N2O.

Geometry as ORCA input:
```
! wB97M-V def2-TZVPD RIJCOSX def2/J DEFGRID3
* xyz 0 1
N 1.8325 0.0156 -0.0577
C 0.4744 -0.0952 0.0585
C -0.5780 0.6162 -0.4466
C -1.6890 0.0115 0.1932
N -1.3558 -0.9699 0.9866
O 0.0373 -1.0413 0.8940
H 2.3824 -0.7695 0.2567
H 2.1947 0.5150 -0.8542
H -0.5611 1.4462 -1.1366
H -2.7375 0.2712 0.1062
*
```

Frontier orbital gap, eV: 9.451
HOMO level, eV: -8.6

=====

--- two ---
DFT (the ωB97M-V functional and the def2-TZVPD basis) results for C3H4N2O as an isolated structure.

Geometry as ORCA input:
```
! wB97M-V def2-TZVPD RIJCOSX def2/J DEFGRID3
* xyz 0 1
N 1.5753 0.1910 0.1957
C 0.1353 0.0645 0.0047
C -0.5750 1.2282 0.0050
O -1.8591 0.6811 -0.1713
C -1.7484 -0.6578 -0.2453
N -0.5419 -1.1209 -0.1434
H 2.1436 -0.1378 -0.5911
H 1.9269 -0.2473 1.0524
H 1.6016 1.2259 0.2712
H -2.6583 -1.2270 -0.3781
*
```

Frontier orbital gap, eV: 8.301
HOMO level, eV: -8.2

=====

one takes first place; second place is 44.1 kcal/mol up.